{"formula": "C2H9AlBBrN2O3P", "method": "ωB97M-V with the def2-TZVPD basis set", "orbital_gap_ev": 6.875, "total_energy_ha": -3599.6292, "largest_force_ev_per_a": 6.07, "charge": -1, "relative_energy_kj_mol": 0.00, "e_homo_ev": -4.040, "mol_weight_da": 257.78, "species": ["Br", "P", "Al", "O", "O", "O", "N", "N", "C", "C", "B", "H", "H", "H", "H", "H", "H", "H", "H", "H"], "xyz": [[-1.68621, 3.35857, 1.03593], [-1.53669, -1.74768, 0.00454], [0.17827, -0.19121, 0.28590], [1.10953, 3.24962, 0.33939], [-2.29560, -1.85455, 1.58296], [2.37349, -1.53516, -1.44237], [-2.72651, -1.15087, -1.19662], [3.21423, -0.81436, 0.80385], [-0.02316, 2.74301, 0.13329], [-0.06302, 1.51486, -0.89346], [2.08130, -0.92085, -0.16389], [-2.78584, -0.12709, -1.01757], [-3.63922, -1.51827, -0.86607], [0.16663, 0.27398, 1.83137], [3.01687, -0.17690, 1.58080], [3.54515, -1.73416, 1.11843], [1.57081, -1.48160, -1.99764], [-2.27070, -0.91684, 1.90149], [0.83432, 1.57937, -1.60741], [-1.06365, 1.45013, -1.43294]], "atomic_forces_ev_per_a": [[0.5411, -0.2637, -0.2704], [-0.7584, -2.0447, -0.0193], [0.0150, 1.2942, 0.2954], [-4.9326, -1.0971, 0.1907], [0.3999, 2.0511, -1.0900], [-0.5376, 0.5430, 1.1947], [-0.1629, 1.1302, 1.9599], [-1.0136, -0.5191, -0.7376], [5.5068, -0.9101, -2.3913], [-1.1442, 1.8368, 0.6476], [1.3398, -0.4576, -0.9277], [-0.2619, -0.7291, -0.4778], [0.6331, 0.0877, -0.5830], [-0.2287, 0.0264, 0.1808], [0.0008, -0.7942, -0.2734], [0.2200, 0.7328, -0.1313], [0.6945, -0.1985, 0.5932], [-0.1150, -1.1676, 0.1102], [-1.4619, 0.2362, 1.1577], [1.2658, 0.2435, 0.5715]]}

{"formula": "C4H6O2", "method": "ωB97M-V with the def2-TZVPD basis set", "orbital_gap_ev": [8.556, 7.062], "total_energy_ha": -306.3445, "largest_force_ev_per_a": 3.30, "relative_energy_kj_mol": 424.77, "e_homo_ev": [-8.188, -7.403], "mol_weight_da": 86.09, "species": ["O", "O", "C", "C", "C", "C", "H", "H", "H", "H", "H", "H"], "xyz": [[2.52994, -0.01720, -0.78495], [-1.10843, -0.28859, -1.78660], [0.72472, 0.61206, 0.66355], [-0.94724, -0.70561, -0.53631], [-0.56426, -0.10256, 0.74599], [1.35909, -0.03246, -0.57071], [-0.23389, 0.12827, -1.92299], [1.31456, 0.50982, 1.57702], [0.59649, 1.67318, 0.43667], [-1.76895, -1.40193, -0.36899], [-0.54800, -0.94628, 1.45069], [-1.35402, 0.57132, 1.09664]], "atomic_forces_ev_per_a": [[-0.9793, -0.3244, -0.2263], [1.1345, 1.7651, -0.4804], [0.2438, 0.3480, 0.1407], [-1.7409, -2.7384, 0.5919], [-0.8134, 0.5658, 0.6283], [2.1900, 0.2877, 0.4444], [-0.5050, 0.1518, -0.9137], [0.3178, 0.1069, -0.2509], [0.0961, 0.0024, -0.0303], [0.1970, -0.4348, 0.1321], [0.0805, 0.2580, -0.1671], [-0.2210, 0.0119, 0.1312]]}

{"formula": "C20H28N4O4", "method": "ωB97M-V with the def2-TZVPD basis set", "orbital_gap_ev": 9.496, "total_energy_ha": -1298.8458, "smiles": "CC(C)C(=O)N(C)CC(=O)N1C[C@H](CNC(=O)c2cnoc2C2CC2)[C@H]2C[C@H]21", "largest_force_ev_per_a": 0.16, "relative_energy_kj_mol": 359.90, "e_homo_ev": -9.053, "mol_weight_da": 388.47, "species": ["O", "O", "O", "O", "N", "N", "N", "N", "C", "C", "C", "C", "C", "C", "C", "C", "C", "C", "C", "C", "C", "C", "C", "C", "C", "C", "C", "C", "H", "H", "H", "H", "H", "H", "H", "H", "H", "H", "H", "H", "H", "H", "H", "H", "H", "H", "H", "H", "H", "H", "H", "H", "H", "H", "H", "H"], "xyz": [[-1.22993, 1.30068, -7.39934], [2.75250, -0.64965, 6.27609], [-1.89114, -0.35035, -3.40107], [1.06111, 1.05788, 3.25879], [-0.97466, 1.67904, -2.97599], [2.72588, -0.98335, 4.04518], [0.57417, 0.11664, 1.26220], [0.09905, 0.99016, -7.17595], [-1.05938, 0.91474, -5.23937], [0.50312, -0.21920, -1.06444], [0.18792, 0.75792, -5.90096], [-1.35242, 0.66799, -3.79869], [1.17440, 0.13097, 2.47803], [0.10296, 1.22865, -0.78618], [4.01441, -0.31812, 3.93056], [0.79005, -3.07522, 5.45464], [-1.91189, 1.24691, -6.24483], [-3.35025, 1.51468, -6.34492], [-1.16000, 1.63478, -1.53706], [1.97496, -1.12664, 2.82848], [0.71737, -1.54572, 5.39708], [2.13402, -0.99253, 5.28496], [-4.24533, 1.49195, -5.13616], [0.76614, -0.88634, 0.24684], [-4.33039, 0.38037, -6.13065], [0.03798, -0.98220, 6.63789], [1.90197, -0.64620, -0.71150], [-0.10969, 1.29566, 0.73702], [-0.97585, -1.37759, 6.71926], [2.61474, 0.12388, -0.44187], [1.36932, -3.38182, 6.32716], [4.55385, -0.73046, 3.07741], [-0.21032, -3.50117, 5.54228], [1.14283, 0.48304, -5.47932], [-3.91074, -0.57181, -5.83799], [0.13618, -1.24154, 4.52553], [-0.56168, 2.49359, -3.39758], [0.41618, -1.88723, 0.46123], [-3.80944, 1.25777, -4.17650], [1.26794, -3.50215, 4.57057], [-0.02424, -0.75602, -1.84075], [1.28673, -1.97173, 2.88377], [-0.01345, 0.10513, 6.59337], [0.59784, -1.25572, 7.53098], [-1.49188, 2.61867, -1.19972], [-1.17745, 1.25508, 0.98016], [4.58533, -0.49083, 4.83670], [-5.03757, 2.22607, -5.11101], [0.29708, 2.18923, 1.20620], [2.31338, -1.49995, -1.23280], [3.88868, 0.75957, 3.79462], [2.66450, -1.35194, 2.01261], [-3.60067, 2.21983, -7.12611], [0.91341, 1.90335, -1.07891], [-1.95672, 0.91813, -1.33501], [-5.18092, 0.33312, -6.79491]], "atomic_forces_ev_per_a": [[0.0122, 0.0259, 0.0190], [-0.0167, 0.0093, -0.0203], [0.0015, -0.0122, -0.0047], [0.0190, -0.0027, -0.0061], [0.0567, -0.0475, 0.0075], [0.0196, -0.0076, 0.0137], [0.0140, 0.0208, -0.0030], [-0.0102, 0.0005, 0.0135], [-0.0125, -0.1132, -0.0353], [-0.0214, -0.0330, -0.0192], [0.0398, 0.0553, -0.0179], [-0.1060, 0.1242, 0.0104], [-0.0454, -0.0058, 0.0145], [0.0017, 0.0166, 0.0167], [-0.0303, -0.0183, -0.0390], [0.0092, 0.0110, -0.0048], [0.0156, -0.0179, -0.0222], [-0.0387, -0.0260, -0.0008], [0.0316, 0.0051, -0.0177], [-0.0184, 0.0188, -0.0012], [0.0005, 0.0107, -0.0210], [0.0173, -0.0247, 0.0648], [0.0121, 0.0014, 0.0017], [0.0104, 0.0334, 0.0535], [0.0097, 0.0048, 0.0002], [0.0230, -0.0070, -0.0107], [-0.0050, -0.0245, -0.0085], [-0.0149, -0.0037, 0.0220], [-0.0015, -0.0020, 0.0009], [0.0007, 0.0001, 0.0079], [-0.0021, -0.0120, -0.0025], [0.0033, 0.0009, -0.0024], [-0.0006, -0.0004, 0.0012], [-0.0022, 0.0009, 0.0006], [0.0033, -0.0001, 0.0049], [-0.0133, -0.0023, -0.0115], [0.0018, -0.0004, 0.0036], [0.0116, -0.0092, -0.0211], [0.0043, 0.0100, 0.0112], [-0.0010, 0.0016, 0.0028], [0.0100, 0.0142, -0.0001], [0.0116, -0.0072, 0.0021], [-0.0009, 0.0004, 0.0023], [-0.0108, 0.0110, 0.0081], [-0.0179, -0.0070, 0.0019], [0.0016, -0.0190, -0.0044], [-0.0049, 0.0093, 0.0088], [-0.0036, -0.0006, 0.0010], [0.0152, 0.0050, -0.0240], [0.0009, 0.0036, -0.0035], [0.0150, 0.0074, 0.0014], [0.0079, -0.0028, -0.0017], [0.0122, -0.0045, -0.0080], [0.0008, -0.0023, 0.0019], [-0.0120, 0.0087, 0.0122], [-0.0037, 0.0029, 0.0016]]}

{"formula": "C4H14N2O", "method": "ωB97M-V with the def2-TZVPD basis set", "orbital_gap_ev": 9.898, "total_energy_ha": -345.4786, "smiles": "CNC[C@@H](C)N.O", "largest_force_ev_per_a": 3.49, "relative_energy_kj_mol": 256.23, "e_homo_ev": -8.947, "mol_weight_da": 106.17, "species": ["O", "N", "N", "C", "C", "C", "C", "H", "H", "H", "H", "H", "H", "H", "H", "H", "H", "H", "H", "H", "H"], "xyz": [[2.02265, 1.12546, -1.52966], [1.19256, -0.88072, 0.20506], [-1.21519, 0.74157, -1.69484], [2.12325, -0.57504, 1.24294], [-2.57272, 0.03702, 0.29256], [-1.32262, -0.20389, -0.45633], [-0.05584, -0.19863, 0.56212], [-0.48033, -0.56285, 1.50019], [-2.11939, 1.10287, -2.00553], [-2.34167, 0.52507, 1.29060], [2.83001, -1.33694, 1.19692], [-3.33694, 0.41229, -0.40637], [1.99595, 0.13525, -1.26628], [-0.61675, 1.47405, -1.34506], [-1.33757, -1.15084, -0.87665], [2.97576, 1.27207, -1.46790], [0.87258, -1.87285, 0.19751], [2.65210, 0.42057, 1.10457], [-3.23340, -0.71961, 0.50637], [0.24178, 0.85821, 0.70044], [1.72579, -0.60305, 2.24932]], "atomic_forces_ev_per_a": [[0.7372, -2.0764, 0.4984], [-2.7716, -0.7983, -0.5317], [0.7957, -1.3225, 1.9804], [0.8925, 1.1102, 0.2446], [-0.3006, 2.0529, 0.8272], [1.8077, 1.2848, -0.9067], [-1.4170, 1.9564, -1.7796], [0.1750, -0.1335, 0.2157], [0.4040, -0.1031, 0.5975], [-0.9179, 0.3163, -1.4368], [1.7787, -1.1447, 0.1232], [0.5306, 1.7186, 0.4408], [-0.6879, 1.9360, -0.3753], [-0.0066, 0.6404, -0.5862], [-0.0273, -2.1056, -0.8482], [-0.1326, 0.4264, -0.1718], [1.2321, 0.7059, 0.0758], [-0.8592, -1.0916, -0.0872], [-0.4226, -3.2583, 1.1849], [-0.3875, -0.2485, 0.1355], [-0.4228, 0.1345, 0.3996]]}

{"formula": "CH4F3N2", "method": "ωB97M-V with the def2-TZVPD basis set", "orbital_gap_ev": 10.774, "total_energy_ha": -449.1154, "largest_force_ev_per_a": 3.32, "charge": 1, "relative_energy_kj_mol": 51.00, "e_homo_ev": -16.756, "mol_weight_da": 101.05, "species": ["F", "F", "F", "N", "N", "C", "H", "H", "H", "H"], "xyz": [[1.87963, 1.50446, 0.31776], [3.21123, -0.02291, -0.33556], [1.45224, -0.53969, 0.76968], [-1.01545, -0.53932, -0.44966], [1.92579, 0.25924, -0.27728], [-1.74505, 0.13651, 0.31759], [-2.22118, 1.09331, 0.06889], [-0.45707, -0.13352, -1.29609], [-2.18729, -0.20876, 1.26759], [-0.84285, -1.54934, -0.38294]], "atomic_forces_ev_per_a": [[0.1848, -0.4714, -0.2914], [0.4696, -0.0909, 0.1928], [0.4052, 0.0201, -0.1803], [1.9511, -0.0287, -2.6816], [-0.9208, 0.5346, 0.3196], [-2.2954, 0.6502, 1.0420], [1.3128, 0.2079, -0.3462], [-1.7886, -0.5144, 1.7046], [0.5654, -0.7534, -0.6147], [0.1159, 0.4460, 0.8553]]}

{"formula": "C5H10O", "method": "ωB97M-V with the def2-TZVPD basis set", "orbital_gap_ev": 10.425, "total_energy_ha": -271.6912, "smiles": "C[C@H]1CCC1=O.[H][H]", "largest_force_ev_per_a": 0.79, "relative_energy_kj_mol": 161.13, "e_homo_ev": -9.498, "mol_weight_da": 86.13, "species": ["O", "C", "C", "C", "C", "C", "H", "H", "H", "H", "H", "H", "H", "H", "H", "H"], "xyz": [[-0.22695, 1.36724, 1.43055], [-1.09480, -0.21351, -1.18556], [0.36423, 0.48800, 0.85585], [-0.06912, -0.59598, -0.13188], [1.84194, 0.13538, 0.70253], [1.43082, -0.72725, -0.51912], [1.64734, -0.22783, -1.46879], [-0.40238, -1.47815, 0.43203], [2.51954, 0.97831, 0.54065], [-1.24518, -1.02805, -1.90203], [-0.76836, 0.67269, -1.74161], [-2.61741, 1.40577, 1.36847], [-3.36275, 1.39968, 1.34092], [1.83417, -1.74180, -0.55237], [2.20664, -0.45433, 1.55084], [-2.05774, 0.01984, -0.72049]], "atomic_forces_ev_per_a": [[0.4117, -0.5540, -0.3756], [-0.0516, 0.0251, -0.0307], [-0.2925, 0.4872, 0.3756], [-0.1229, -0.0348, -0.0373], [0.1104, 0.0644, 0.0771], [0.1077, -0.1235, -0.1672], [-0.0434, -0.0664, 0.1437], [0.0600, 0.1257, -0.0464], [-0.1083, -0.1161, 0.0276], [0.0257, 0.1062, 0.1065], [-0.0327, -0.1202, 0.0833], [-0.0998, 0.0152, 0.0082], [0.0310, -0.0057, 0.0025], [-0.0670, 0.1595, 0.0087], [-0.0772, 0.0803, -0.1046], [0.1488, -0.0429, -0.0713]]}

{"formula": "CHO2Tl", "method": "ωB97M-V with the def2-TZVPD basis set", "orbital_gap_ev": [7.305, 7.110], "total_energy_ha": -360.6071, "largest_force_ev_per_a": 8.93, "charge": 2, "relative_energy_kj_mol": 275.47, "e_homo_ev": [-23.857, -23.726], "mol_weight_da": 249.40, "species": ["Tl", "O", "O", "C", "H"], "xyz": [[1.79077, 1.10642, 0.02163], [-1.33585, -0.00747, -0.04257], [0.66022, -0.53163, 0.03980], [-0.15349, 0.51534, 0.02695], [-0.96165, -1.08265, -0.04581]], "atomic_forces_ev_per_a": [[4.9357, 3.7049, -0.0017], [3.2389, 0.9247, 0.2455], [0.8477, -1.5722, 0.1822], [-7.2727, -5.1595, -0.3870], [-1.7496, 2.1021, -0.0391]]}

{"formula": "C2H7O2", "method": "ωB97M-V with the def2-TZVPD basis set", "orbital_gap_ev": [13.077, 6.170], "total_energy_ha": -230.0075, "s_squared": 0.753, "multiplicity": 2, "largest_force_ev_per_a": 1.41, "charge": 2, "relative_energy_kj_mol": 113.52, "e_homo_ev": [-22.063, -22.063], "mol_weight_da": 63.08, "species": ["O", "O", "C", "C", "H", "H", "H", "H", "H", "H", "H"], "xyz": [[-1.42868, -0.56469, -1.11085], [3.24579, 0.94477, -1.18075], [-0.85678, -0.17148, 1.17205], [-1.79150, -0.43162, 0.08827], [-2.15011, -0.78525, -1.73523], [3.59258, 1.82536, -0.83936], [-0.34899, -1.11271, 1.33334], [-2.82230, -0.69491, 0.34128], [3.95035, 0.24855, -0.99064], [0.00717, 0.45008, 0.93312], [-1.39754, 0.29189, 1.98877]], "atomic_forces_ev_per_a": [[0.1416, 0.4512, -0.0109], [0.3277, -0.0227, 0.1645], [0.2083, 1.1632, -0.7611], [-0.1248, -0.8583, 0.1407], [-0.0050, -0.1145, 0.0028], [0.0144, 0.1416, -0.1074], [-0.3076, -0.8200, 0.7927], [-0.0958, 0.3409, -0.0930], [0.0008, -0.0253, -0.1474], [-0.2818, 0.3103, -0.5072], [0.1222, -0.5665, 0.5262]]}